No. 1
Below is a structure of composition C46H37ClCoIN4OP2 in a non-equilibrium geometry, with properties calculated with wB97M-V/def2-TZVPD.

XYZ file:
```
93
Properties=species:S:1:pos:R:3:forces:R:3
H 6.0008 3.8420 0.2751 0.0 0.0 0.0
C 0.3065 5.1786 -0.1982 -0.1 0.0 0.0
C -1.7596 3.9427 0.0818 0.0 0.0 0.0
H -5.2600 -0.8121 0.0665 0.0 0.0 0.0
C 1.6492 -4.6203 2.1939 0.1 0.1 0.0
C -4.2749 -4.3775 -1.5536 0.0 0.0 0.0
H 4.7575 -5.9528 2.3443 0.0 0.0 0.0
C 2.0678 -0.4022 1.3428 0.1 0.0 0.0
H 2.3872 0.7609 -2.4016 0.0 0.0 0.0
H -3.0926 -2.7715 -2.3367 0.0 0.0 0.0
H -3.4264 -2.9679 1.9399 0.0 0.0 0.0
H 4.2322 -0.2954 -1.2797 0.0 0.0 0.0
H 6.5466 2.4203 -3.5398 0.0 0.0 0.0
N 2.5132 -0.1908 -0.0267 -0.1 0.0 0.1
C 1.5421 -0.8311 -3.5367 0.0 0.0 0.0
H 1.7549 -0.3594 -4.4861 0.0 0.0 0.0
H -1.0172 -0.2153 1.6906 0.0 0.0 0.0
C 6.0944 -1.4353 0.3336 0.0 -0.1 0.0
C -4.8643 1.7980 -2.1475 0.0 0.0 0.0
H 0.7214 -4.6254 2.7527 0.0 0.0 0.0
C -2.8189 1.3285 0.6337 0.1 -0.1 0.0
H 3.0297 -3.4761 -0.6810 0.0 0.0 0.0
H -6.5414 0.5366 -1.4993 0.0 0.0 0.0
C -3.6514 2.5710 0.7746 0.0 0.0 0.0
H 6.4295 -2.4079 0.6798 0.0 0.0 -0.1
O 0.9143 1.6309 -0.7180 0.1 -0.2 0.1
C -3.3255 0.2239 -0.3389 -0.2 -0.1 0.0
H 4.9241 -4.7789 0.1733 0.0 0.0 0.0
C 6.3957 1.7300 0.1302 0.1 0.0 0.0
C 0.6104 -2.6229 -2.2526 -0.1 0.0 -0.1
H -4.5172 -4.7740 -2.5307 0.0 0.0 0.0
H -0.8613 -3.1189 2.3411 0.0 0.0 0.0
H -4.8176 -4.9740 1.7339 0.0 0.0 0.0
C 0.9415 -2.0134 -1.0154 -0.3 0.3 0.2
C 0.3131 2.7832 -0.5265 -0.1 0.2 0.0
C 4.0125 -4.7187 0.7554 0.0 0.0 0.0
C -3.1618 -2.7302 -0.1877 0.0 0.0 -0.3
C 1.6288 -0.7891 -1.1072 0.6 -0.4 0.0
H 0.0747 -3.5640 -2.2095 0.0 0.0 0.0
N 6.7318 0.9688 -2.0965 0.0 0.0 0.0
H 2.4762 -1.1461 3.2505 0.0 0.0 0.0
C 4.1693 -1.4194 1.9378 0.0 0.1 0.0
C 0.9836 4.0117 -0.5012 0.0 0.0 0.0
C -4.7550 -5.0001 -0.4099 0.0 0.0 0.0
C 0.9291 -2.0834 -3.4745 0.0 0.0 0.1
H -2.2511 -1.2418 2.3930 0.0 0.0 0.0
C 1.7446 -3.9201 0.9872 -0.1 0.0 0.2
H 0.6796 -2.6187 -4.3807 0.0 0.0 0.0
C -0.4061 -2.2592 1.8403 -0.1 0.0 0.0
C 2.9373 -3.9849 0.2719 0.0 -0.1 -0.1
H -4.6662 2.4503 1.1334 0.0 0.0 0.0
C 6.5037 2.2227 -2.4748 0.0 0.0 0.0
C 6.1964 3.0002 -0.3816 0.1 -0.1 0.1
Cl -1.8366 6.6193 0.5648 0.0 0.0 0.0
H -5.3731 -5.8840 -0.4941 0.0 0.0 0.0
H 2.3182 0.8321 -0.2156 -0.1 0.1 0.0
H -3.7496 4.6663 0.6648 0.0 0.0 0.0
H -5.5150 2.4328 -2.7348 0.0 0.0 0.0
C 6.6670 0.7224 -0.7866 0.0 0.1 0.0
C -4.4426 -4.4902 0.8417 0.0 0.0 0.0
C 2.8625 -1.0078 2.2492 0.0 0.1 0.0
C 6.9342 -0.6685 -0.3514 0.1 0.0 0.0
I 3.0278 3.9915 -0.8946 -0.1 0.0 -0.1
H 2.6416 -5.8627 3.6257 0.0 0.0 0.0
H 6.3607 1.5327 1.1925 0.0 0.0 0.0
H 7.9122 -1.0585 -0.6118 0.0 0.0 0.0
H 1.0940 0.0197 1.5322 0.0 0.0 0.0
C -3.4781 -3.2497 -1.4428 0.0 0.0 0.0
C 3.9183 -5.3829 1.9681 0.0 0.0 0.0
C -5.4806 0.7122 -1.3733 0.0 0.0 0.0
C -2.6336 1.0647 -1.4494 -0.1 0.0 -0.1
C 1.8900 -0.2012 -2.3698 0.0 0.0 -0.1
C 3.9134 -0.5177 -0.2732 0.0 0.0 -0.1
C -1.0503 5.1408 0.1103 0.0 0.0 0.0
P -2.1535 -1.2289 -0.1255 0.6 0.5 0.6
C -1.0584 2.8049 -0.3039 0.0 0.0 0.0
N 6.2363 3.2575 -1.6859 0.0 0.0 0.0
H -3.1100 2.8223 -2.7206 0.0 0.0 0.0
H -2.0731 0.5114 -2.2113 0.0 0.0 0.0
C -3.6517 -3.3558 0.9553 0.0 0.0 0.0
Co -0.2415 0.0893 -0.6985 -0.9 0.0 -0.4
C -3.5518 2.0243 -2.1350 0.0 0.0 0.0
N -1.7033 1.5262 -0.3386 0.2 -0.1 0.0
H 0.8285 6.1249 -0.1711 0.0 0.0 0.0
C 2.7309 -5.3319 2.6870 0.0 0.0 0.0
C -3.1505 3.7781 0.5205 0.0 0.0 0.0
C -4.7833 -0.0310 -0.5132 0.0 0.0 0.1
C 4.6982 -1.0971 0.6612 -0.1 0.0 0.1
H 4.7801 -1.9304 2.6672 0.0 0.0 0.0
H 0.3673 -1.8855 2.5087 0.0 0.0 0.0
C -1.4916 -1.1936 1.6092 -0.1 -0.1 0.0
P 0.2464 -3.1109 0.3290 0.3 -0.1 -0.1
H -2.5032 1.0009 1.6249 0.0 0.0 0.0
```
Positions in Å, forces in eV/Å.

Summary:
- Orbital gap (spin up / spin down): 7.4 / 6.0 eV
- Spin multiplicity: 2
- Total charge: +1
- HOMO level (spin up / spin down): -9.9 / -9.9 eV
- Strongest force on any atom: 1.01 eV/A
- ΔE to the lowest compared entry with this formula, charge and spin: 8.7573 eV
- DFT total energy: -4892.3233 hartree


No. 2
Below is a structure of composition C46H38Cl2F6N3OP2S2V in a non-equilibrium geometry, with properties calculated with wB97M-V/def2-TZVPD.

XYZ file:
```
101
Properties=species:S:1:pos:R:3:forces:R:3
H -3.6014 -0.1306 -5.3426 0.0 0.0 0.0
H 2.7113 6.1780 0.4085 0.0 0.0 0.0
Cl 0.5578 4.6286 -4.5007 0.0 0.0 0.0
S 1.7758 0.5673 1.9238 -0.2 -0.1 -0.1
F 4.5122 -0.8809 0.0963 0.0 0.0 0.0
C 1.5327 -1.7662 -1.2019 0.0 0.0 0.0
F 4.5277 -0.9404 -2.0634 0.0 0.0 0.0
H -4.3041 -3.7816 2.2681 0.0 0.0 0.0
C 1.7344 4.6327 -0.6969 0.1 -0.1 0.2
N 1.3791 -2.1032 2.4545 0.0 0.2 0.1
C -4.0177 -1.2755 1.4391 0.0 -0.1 0.1
H 1.7582 -3.8974 -1.4031 0.0 0.0 0.0
C 2.2993 5.8840 -0.5462 0.0 0.0 -0.1
P -2.8314 -2.1453 0.3566 -0.1 0.1 -0.2
H -1.2213 -0.8448 1.6677 0.1 0.0 0.0
C -3.0194 -5.3797 2.8600 0.1 -0.1 0.0
S 0.4207 2.6011 -2.1256 -0.1 0.2 -0.2
H -3.6543 2.0739 -4.2156 0.0 0.0 0.0
H -0.3520 -3.7747 0.5904 0.0 0.0 0.1
C 1.2317 -1.7289 -3.9587 0.0 0.0 0.0
V 1.3594 1.1388 -0.7457 -0.3 -0.4 1.2
N 1.4881 -5.1573 -4.6197 0.0 0.0 0.0
P -1.0918 0.4781 -0.2746 -0.3 0.4 -0.2
C 1.3000 -0.5514 -1.8501 -0.1 0.0 0.0
H -3.8936 1.5684 -0.3220 0.0 -0.1 0.0
C -1.9041 -0.9113 -2.5248 0.0 0.0 0.0
C -1.7592 -5.9581 2.7537 -0.1 0.1 0.0
H 4.3076 0.4014 2.8521 0.0 0.0 0.0
H -5.4763 -1.2219 -0.1308 0.0 0.0 0.0
H -3.7809 -5.8499 3.4679 0.0 0.0 0.0
C 1.2245 5.0739 -2.9678 0.0 0.1 -0.1
Cl 1.7450 3.5910 0.7090 -0.2 -0.1 -0.1
H -4.5220 -0.1236 4.5914 0.0 0.0 0.0
C -1.3557 2.3163 1.7873 0.0 0.0 0.0
C 1.4608 -4.1700 -4.0337 0.0 0.1 0.1
C -0.8032 -5.3605 1.9474 0.0 -0.1 0.1
C 4.4431 1.2069 -1.0059 -0.3 0.0 0.0
H 0.3993 -2.0564 2.2204 0.0 -0.1 -0.1
H -7.2150 -0.1487 1.2624 0.0 0.0 0.0
H -1.3887 -1.7523 -2.0782 0.0 0.0 0.0
H -2.4510 -2.0375 -4.2568 0.0 0.0 0.0
H 4.6520 2.9708 0.1907 0.0 0.0 0.0
C -5.2661 -0.9758 0.9041 0.0 0.0 0.0
C -2.4958 -1.0739 -3.7667 0.0 0.0 0.0
C 2.0388 -3.1952 2.9750 0.1 0.0 0.0
H 1.5684 -4.1546 3.0913 0.0 0.0 0.0
C -3.7619 -0.9657 2.7757 0.1 0.0 0.0
H 4.7810 -0.6237 4.2206 0.0 0.0 0.0
C 1.7864 6.3347 -2.8467 0.0 0.0 0.0
C -2.3468 -3.5766 1.3934 -0.1 -0.1 0.1
C 1.4230 -2.9346 -3.2917 0.0 -0.1 -0.1
C -2.0082 1.7130 0.7144 -0.1 -0.1 0.0
C -3.9962 2.9594 1.2833 0.0 0.0 0.0
H -0.3295 2.0675 2.0125 0.0 0.0 0.0
H 5.3766 -0.9996 2.5805 0.0 0.0 0.0
F 4.3916 3.2041 -2.2724 0.0 0.0 0.0
C 3.2863 -2.7774 3.2654 -0.1 0.1 0.0
H 2.7672 7.7198 -1.5429 0.0 0.0 0.0
F 6.2902 -0.2941 -0.9819 0.0 0.0 0.0
H -0.4505 -1.7225 0.3262 0.0 0.0 0.0
C -1.9616 0.3155 -1.8632 0.0 -0.1 0.0
C -5.9759 -0.0647 3.0099 0.0 0.0 0.0
H 0.9993 0.3805 -3.7721 0.0 0.0 0.0
H 1.7035 -1.7898 -0.1306 0.0 0.0 0.0
C -4.7298 -0.3599 3.5560 0.0 0.0 0.0
C -1.3090 -1.1111 0.6085 0.1 0.1 0.2
C 4.9558 -0.2505 -1.0099 0.1 0.1 -0.1
H 1.7950 6.9911 -3.7050 0.0 0.0 0.0
F 3.8106 1.4065 -3.3055 0.0 -0.1 0.0
F 5.8943 1.7385 -2.8137 0.0 0.0 0.0
C -2.5856 1.3926 -2.4946 0.0 0.0 0.0
C 1.1915 4.1786 -1.8950 0.0 -0.1 0.0
C -3.1737 1.2298 -3.7392 0.0 0.0 0.0
H 4.1263 -3.3038 3.6813 0.0 0.0 0.0
H -2.6031 2.3684 -2.0303 0.0 0.0 0.0
C -1.0936 -4.1806 1.2765 0.0 0.0 -0.2
H -3.8462 4.2770 2.9712 0.0 0.0 0.0
H -6.7375 0.3982 3.6240 0.0 0.0 0.0
H 6.1864 2.1503 -0.1604 0.0 0.0 0.0
C -2.0121 3.2286 2.6001 0.0 0.0 0.0
O 3.0691 1.1633 -0.7968 0.9 0.3 -0.4
H -2.8033 -1.2168 3.2177 0.0 0.0 0.0
C 1.1672 -0.5458 -3.2380 0.0 0.0 0.0
H -5.0307 3.2023 1.0800 0.0 0.0 0.0
H 1.1240 -1.7215 -5.0350 0.0 0.0 0.0
C -3.3446 2.0362 0.4817 -0.1 -0.1 0.0
H 5.0603 1.4655 1.0281 0.0 0.0 0.0
C -6.2444 -0.3708 1.6861 0.0 0.0 0.0
C 5.1367 2.0041 0.0881 0.0 0.0 -0.1
C 4.5411 -0.6126 3.1596 0.0 0.0 -0.1
C -3.1382 -0.0048 -4.3728 0.0 0.0 0.0
C 1.5820 -2.9562 -1.9079 0.0 0.0 0.0
C -3.3131 -4.2088 2.1788 0.1 0.0 0.1
C 2.1864 -1.0190 2.4256 -0.1 -0.2 -0.1
N 3.3639 -1.4363 2.9244 0.1 0.0 0.1
H -1.4838 3.6820 3.4286 0.0 0.0 0.0
C 2.3248 6.7379 -1.6373 0.0 0.0 0.0
H 0.1631 -5.8358 1.8195 0.0 0.0 0.0
H -1.5335 -6.8772 3.2770 0.0 0.0 0.0
C -3.3333 3.5596 2.3442 0.0 0.0 0.0
C 4.6389 1.8912 -2.3823 0.2 -0.1 0.0
```
Positions in Å, forces in eV/Å.

Summary:
- Orbital gap (spin up / spin down): 6.8 / 7.3 eV
- Spin multiplicity: 2
- Total charge: +1
- HOMO level (spin up / spin down): -10.7 / -10.7 eV
- Strongest force on any atom: 1.27 eV/A
- ΔE to the lowest compared entry with this formula, charge and spin: 0.0000 eV
- DFT total energy: -5957.7799 hartree